Record 1
The following is a quantum chemistry calculation of a molecular structure, C32H42Ge2NO5Re, from the OMol25 dataset.

Cartesian coordinates (Å):
Re (0.038, 1.162, 0.920)
O (1.798, 2.351, 0.376)
C (1.560, 3.792, 0.274)
C (0.172, 4.116, 0.811)
N (-0.821, 3.155, 0.287)
C (-0.952, 3.240, -1.182)
C (-0.011, 2.256, -1.874)
O (0.762, 2.562, -2.733)
O (-0.147, 1.010, -1.370)
C (-2.130, 3.156, 0.971)
C (-2.758, 1.761, 0.854)
O (-3.938, 1.605, 0.746)
O (-1.881, 0.751, 0.941)
H (2.392, 2.040, -0.323)
H (2.310, 4.304, 0.874)
H (1.667, 4.077, -0.771)
H (0.162, 4.042, 1.898)
H (-0.074, 5.143, 0.521)
H (-1.967, 2.953, -1.462)
H (-0.763, 4.252, -1.541)
H (-1.974, 3.352, 2.035)
H (-2.814, 3.900, 0.564)
C (2.310, -3.269, 2.439)
C (1.272, -2.145, 2.401)
Ge (1.269, -1.091, 0.747)
C (3.091, -0.554, 0.153)
C (3.984, -1.697, -0.340)
C (0.702, -2.278, -0.702)
C (0.066, -2.098, -1.860)
Ge (-0.822, -0.483, -2.494)
C (-0.281, 0.118, -4.263)
C (-0.769, -0.787, -5.403)
C (-2.700, -0.197, -2.059)
C (-3.741, -1.147, -2.659)
C (0.011, -3.195, -2.872)
C (-1.177, -3.545, -3.511)
C (-1.211, -4.575, -4.438)
C (-0.048, -5.263, -4.753)
C (1.146, -4.913, -4.138)
C (1.175, -3.887, -3.206)
H (2.183, -3.881, 3.333)
H (3.324, -2.871, 2.458)
H (2.229, -3.933, 1.576)
H (1.423, -1.448, 3.228)
H (0.262, -2.546, 2.517)
H (3.585, -0.001, 0.957)
H (2.936, 0.140, -0.685)
H (4.216, -2.398, 0.459)
H (4.929, -1.316, -0.730)
H (3.499, -2.257, -1.142)
H (1.097, -3.289, -0.560)
H (0.805, 0.212, -4.272)
H (-0.680, 1.126, -4.389)
H (-0.302, -1.769, -5.367)
H (-0.522, -0.334, -6.364)
H (-1.850, -0.932, -5.379)
H (-2.913, 0.830, -2.373)
H (-2.769, -0.219, -0.973)
H (-3.677, -1.215, -3.746)
H (-4.740, -0.790, -2.410)
H (-3.652, -2.150, -2.244)
H (-2.093, -3.020, -3.270)
H (-2.146, -4.842, -4.911)
H (-0.072, -6.066, -5.478)
H (2.059, -5.437, -4.390)
H (2.112, -3.604, -2.741)
C (-2.227, 1.567, 6.257)
C (-2.661, 1.044, 5.025)
C (-1.809, 0.972, 3.956)
C (-0.468, 1.424, 4.040)
C (0.455, 1.408, 2.920)
C (1.787, 1.713, 3.209)
C (2.231, 2.112, 4.480)
C (1.337, 2.235, 5.502)
C (-0.023, 1.888, 5.308)
C (-0.930, 1.965, 6.393)
H (-2.910, 1.626, 7.093)
H (-3.674, 0.678, 4.921)
H (-2.160, 0.512, 3.049)
H (2.533, 1.653, 2.428)
H (3.279, 2.336, 4.632)
H (1.654, 2.572, 6.481)
H (-0.564, 2.335, 7.343)

Calculated values
- Total charge: +1
- LUMO level (alpha / beta): -0.08319 / -0.14459 hartree
- Energy above the lowest of the compared OMol25 structures with the same formula, charge and spin: 20.18 kJ/mol
- Strongest force on any atom: 0.5 eV/Å
- Spin multiplicity: 4
- ⟨S²⟩: 3.798
- E_HOMO (alpha / beta): -10.378 / -10.866 eV

Record 2
The following is a quantum chemistry calculation of a molecular structure, C32H42N5O7SSbTa, from the OMol25 dataset.

Cartesian coordinates (Å):
Ta (0.659, 0.191, -0.021)
C (1.294, -2.483, -3.706)
O (0.461, -1.479, -4.307)
C (0.915, -0.189, -4.253)
C (1.016, 0.520, -5.441)
C (1.376, 1.863, -5.454)
C (1.650, 2.503, -4.264)
C (1.544, 1.812, -3.051)
C (1.853, 2.516, -1.836)
N (1.669, 2.068, -0.643)
N (2.007, 2.987, 0.351)
C (1.598, 2.537, 1.483)
O (1.035, 1.335, 1.571)
C (1.723, 3.315, 2.723)
C (1.788, 4.704, 2.662)
C (1.910, 5.436, 3.830)
C (1.979, 4.788, 5.055)
C (1.930, 3.403, 5.117)
C (1.799, 2.665, 3.951)
C (1.169, 0.460, -3.032)
O (1.080, -0.217, -1.880)
H (1.226, -3.361, -4.346)
H (0.929, -2.706, -2.710)
H (2.328, -2.138, -3.664)
H (0.803, -0.009, -6.360)
H (1.453, 2.393, -6.391)
H (1.956, 3.540, -4.255)
H (2.264, 3.520, -1.915)
H (1.729, 5.199, 1.705)
H (1.949, 6.515, 3.786)
H (2.072, 5.366, 5.965)
H (1.999, 2.898, 6.071)
H (1.780, 1.589, 3.986)
O (4.272, -1.410, -0.176)
C (3.123, -1.663, 0.045)
O (2.260, -0.744, 0.509)
C (2.489, -3.013, -0.153)
C (3.313, -4.097, -0.428)
C (2.716, -5.330, -0.637)
C (1.335, -5.418, -0.573)
C (0.601, -4.272, -0.303)
N (1.161, -3.083, -0.091)
H (4.382, -3.954, -0.475)
H (3.315, -6.205, -0.850)
H (0.826, -6.358, -0.734)
H (-0.480, -4.305, -0.273)
C (1.482, -1.007, 4.138)
C (0.022, -0.587, 4.022)
Sb (-0.849, -0.967, 2.119)
C (-2.748, -0.020, 2.306)
C (-2.745, 1.203, 3.214)
C (-1.372, -3.017, 2.361)
C (-0.289, -3.901, 2.962)
H (1.920, -0.639, 5.068)
H (2.083, -0.616, 3.313)
H (1.594, -2.090, 4.141)
H (-0.097, 0.484, 4.191)
H (-0.605, -1.101, 4.755)
H (-3.432, -0.788, 2.673)
H (-3.055, 0.231, 1.287)
H (-2.538, 0.930, 4.249)
H (-3.720, 1.691, 3.200)
H (-2.005, 1.939, 2.901)
H (-1.724, -3.380, 1.397)
H (-2.242, -2.983, 3.019)
H (0.674, -3.790, 2.456)
H (-0.575, -4.952, 2.900)
H (-0.137, -3.672, 4.016)
C (-2.716, 0.176, -4.265)
N (-2.180, -0.669, -3.213)
C (-2.629, -0.889, -1.988)
S (-1.635, -1.744, -0.875)
N (-3.836, -0.496, -1.575)
C (-4.989, -0.081, -2.360)
H (-1.885, 0.439, -4.916)
H (-3.125, 1.100, -3.858)
H (-3.475, -0.330, -4.864)
H (-1.318, -1.156, -3.429)
H (-3.987, -0.671, -0.595)
H (-5.053, -0.654, -3.284)
H (-4.977, 0.985, -2.585)
H (-5.879, -0.301, -1.775)
C (-2.023, 3.089, -1.627)
C (-1.411, 2.477, -0.392)
O (-1.345, 3.027, 0.678)
O (-0.924, 1.242, -0.601)
H (-3.026, 3.442, -1.388)
H (-2.052, 2.395, -2.463)
H (-1.434, 3.964, -1.900)

Calculated values
- Total charge: +1
- LUMO level: -0.12252 hartree
- Energy above the lowest of the compared OMol25 structures with the same formula, charge and spin: 90.90 kJ/mol
- Strongest force on any atom: 0.6 eV/Å
- Spin multiplicity: 1
- E_HOMO: -10.945 eV

Record 3
The following is a quantum chemistry calculation of a molecular structure, C32H43AlF6N5OSi2Te in a non-equilibrium geometry, from the OMol25 dataset.

Cartesian coordinates (Å):
Al (-0.149, 0.019, 0.550)
C (-4.701, 0.884, 5.256)
C (-3.403, 0.576, 4.552)
C (-2.205, 1.190, 4.916)
C (-1.031, 0.940, 4.232)
C (-0.978, 0.039, 3.163)
N (0.195, -0.181, 2.400)
C (1.395, -0.370, 3.084)
C (1.416, -0.855, 4.406)
C (2.580, -1.019, 5.118)
C (3.819, -0.722, 4.548)
C (5.102, -0.873, 5.325)
C (3.821, -0.304, 3.237)
C (2.647, -0.151, 2.496)
N (2.783, 0.257, 1.120)
C (3.931, 0.527, 0.472)
C (3.634, 0.929, -0.812)
C (2.255, 0.864, -0.888)
N (1.737, 0.455, 0.281)
C (-2.178, -0.590, 2.827)
C (-3.367, -0.314, 3.493)
N (-2.185, -1.612, 1.817)
C (-2.921, -2.740, 1.809)
C (-2.529, -3.497, 0.728)
C (-1.527, -2.751, 0.115)
N (-1.320, -1.610, 0.774)
H (-4.530, 1.485, 6.149)
H (-5.215, -0.031, 5.554)
H (-5.377, 1.440, 4.603)
H (-2.198, 1.896, 5.739)
H (-0.119, 1.453, 4.513)
H (0.472, -1.102, 4.871)
H (2.533, -1.388, 6.137)
H (4.939, -0.673, 6.384)
H (5.868, -0.186, 4.964)
H (5.497, -1.889, 5.240)
H (4.780, -0.087, 2.784)
H (4.891, 0.424, 0.943)
H (4.332, 1.225, -1.579)
H (1.601, 1.106, -1.708)
H (-4.284, -0.802, 3.175)
H (-3.646, -2.943, 2.582)
H (-2.912, -4.461, 0.431)
H (-0.917, -3.003, -0.736)
C (-2.667, 2.998, 1.455)
C (-1.537, 2.701, 0.484)
O (-1.199, 1.375, 0.474)
C (-1.993, 3.090, -0.942)
F (-3.060, 2.347, -1.285)
F (-2.340, 4.374, -1.044)
F (-1.038, 2.843, -1.869)
C (-0.271, 3.505, 0.880)
F (0.768, 3.248, 0.063)
F (0.115, 3.155, 2.118)
F (-0.479, 4.826, 0.874)
H (-3.529, 2.389, 1.188)
H (-2.942, 4.051, 1.420)
H (-2.348, 2.738, 2.464)
C (2.933, -1.512, -3.507)
Si (1.728, -2.709, -2.744)
C (2.021, -2.842, -0.898)
C (1.867, -4.395, -3.522)
C (-0.034, -2.119, -3.121)
Te (-0.842, -0.384, -2.148)
C (0.004, 0.899, -3.647)
Si (-1.141, 1.199, -5.145)
C (-2.183, -0.306, -5.529)
C (0.030, 1.573, -6.548)
C (-2.281, 2.636, -4.840)
H (3.963, -1.858, -3.382)
H (2.862, -0.517, -3.056)
H (2.749, -1.413, -4.583)
H (3.094, -2.888, -0.686)
H (1.568, -3.747, -0.479)
H (1.619, -1.982, -0.361)
H (2.889, -4.782, -3.453)
H (1.596, -4.360, -4.582)
H (1.204, -5.114, -3.030)
H (-0.753, -2.930, -2.977)
H (-0.095, -1.849, -4.179)
H (0.925, 0.409, -3.969)
H (0.264, 1.855, -3.187)
H (-1.598, -1.124, -5.962)
H (-2.954, -0.034, -6.257)
H (-2.693, -0.682, -4.641)
H (0.681, 0.722, -6.773)
H (0.666, 2.428, -6.297)
H (-0.520, 1.826, -7.460)
H (-3.100, 2.371, -4.166)
H (-2.719, 2.930, -5.799)
H (-1.764, 3.506, -4.426)

Calculated values
- Total charge: +1
- LUMO level: -0.08073 hartree
- Strongest force on any atom: 1.3 eV/Å
- Spin multiplicity: 1
- E_HOMO: -9.822 eV

Record 4
The following is a quantum chemistry calculation of a molecular structure, C32H43BBr30NO7 in a non-equilibrium geometry, from the OMol25 dataset.

Cartesian coordinates (Å):
C (-7.457, -0.407, -1.656)
C (-6.359, 0.332, -1.385)
B (-5.127, -0.146, -0.382)
C (-5.839, -0.180, 1.099)
C (-5.588, 1.291, 1.793)
C (-6.325, 2.498, 1.040)
O (-6.774, 1.920, 2.391)
O (-4.731, -1.450, -0.985)
C (-3.481, -1.298, -1.691)
C (-3.769, -0.754, -3.122)
C (-2.543, -0.767, -4.107)
C (-1.964, -2.198, -4.408)
O (-0.899, -2.520, -3.497)
C (-2.769, -0.299, -0.633)
C (-2.370, -1.231, 0.543)
O (-1.736, -0.448, 1.600)
N (-1.655, -1.152, 2.775)
O (-0.925, -2.082, 2.693)
C (-1.546, 0.551, -1.096)
O (-0.398, -0.218, -1.512)
C (0.706, 0.008, -0.683)
C (1.075, -0.978, 0.319)
C (2.209, -0.838, 1.221)
C (2.610, -1.936, 2.260)
C (2.975, 0.384, 1.119)
C (2.660, 1.411, 0.145)
C (1.538, 1.205, -0.766)
C (1.276, 2.332, -1.838)
C (1.206, 1.693, -3.279)
C (0.046, 3.247, -1.504)
O (-3.859, 0.588, -0.437)
H (-8.123, -0.218, -2.528)
H (-7.734, -1.247, -0.983)
H (-6.272, 1.320, -1.922)
H (-5.404, -0.916, 1.826)
H (-6.952, -0.223, 1.085)
H (-4.508, 1.500, 2.256)
H (-7.091, 2.257, 0.273)
H (-5.910, 3.524, 1.125)
H (-3.041, -2.329, -1.669)
H (-4.622, -1.302, -3.591)
H (-4.104, 0.316, -3.040)
H (-2.929, -0.385, -5.096)
H (-1.747, -0.033, -3.813)
H (-1.519, -2.137, -5.442)
H (-2.817, -2.920, -4.398)
H (-0.332, -3.132, -3.992)
H (-3.232, -1.768, 1.007)
H (-1.678, -2.035, 0.172)
H (-1.301, 1.310, -0.308)
H (-1.893, 1.135, -1.992)
H (0.458, -1.896, 0.403)
H (3.626, -2.342, 2.010)
H (1.875, -2.771, 2.204)
H (2.674, -1.524, 3.294)
H (3.834, 0.568, 1.801)
H (3.260, 2.352, 0.076)
H (2.198, 2.976, -1.832)
H (1.533, 2.387, -4.092)
H (0.190, 1.278, -3.466)
H (1.937, 0.841, -3.288)
H (-0.065, 3.472, -0.418)
H (0.234, 4.233, -2.018)
H (-0.901, 2.867, -1.957)
C (5.743, -4.100, 4.722)
Br (6.567, -5.681, 3.972)
Br (6.281, -2.496, 3.786)
Br (3.820, -4.266, 4.813)
H (6.103, -4.007, 5.740)
C (0.240, -0.595, -7.152)
Br (0.306, -1.631, -5.522)
Br (-1.574, -0.145, -7.646)
Br (1.365, 0.974, -7.045)
H (0.639, -1.218, -7.944)
C (0.804, 0.977, -10.841)
Br (2.273, 1.559, -11.955)
Br (-0.849, 1.859, -11.312)
Br (0.617, -0.949, -10.850)
H (1.042, 1.268, -9.823)
C (0.493, 0.407, 5.598)
Br (-0.672, 0.728, 4.105)
Br (0.524, 1.886, 6.849)
Br (0.066, -1.267, 6.461)
H (1.496, 0.310, 5.198)
C (4.537, 3.900, -5.672)
Br (3.305, 4.216, -7.129)
Br (4.600, 5.397, -4.448)
Br (4.146, 2.238, -4.764)
H (5.526, 3.798, -6.105)
C (-2.633, -4.490, 5.545)
Br (-0.709, -4.577, 5.393)
Br (-3.483, -6.054, 4.791)
Br (-3.192, -4.176, 7.369)
H (-2.959, -3.637, 4.960)
C (8.257, -0.662, 7.469)
Br (9.728, 0.010, 6.410)
Br (6.581, 0.171, 6.974)
Br (8.172, -2.596, 7.416)
H (8.455, -0.386, 8.498)
C (-3.490, 4.418, 3.566)
Br (-4.109, 5.942, 4.598)
Br (-4.818, 3.007, 3.473)
Br (-2.894, 4.943, 1.802)
H (-2.626, 4.018, 4.086)
C (6.238, 2.648, -1.208)
Br (7.118, 3.311, -2.794)
Br (4.700, 3.725, -0.750)
Br (5.779, 0.780, -1.379)
H (6.943, 2.728, -0.390)
C (4.453, -3.205, 8.737)
Br (3.864, -5.031, 8.482)
Br (4.650, -2.264, 7.060)
Br (3.306, -2.247, 9.962)
H (5.437, -3.251, 9.191)

Calculated values
- Total charge: -1
- LUMO level: 0.02413 hartree
- Strongest force on any atom: 4.8 eV/Å
- Spin multiplicity: 1
- E_HOMO: -4.824 eV

Record 5
The following is a quantum chemistry calculation of 3 unconnected molecules or ions with the total composition C32H43BFN4O12P in a non-equilibrium geometry, from the OMol25 dataset.

Cartesian coordinates (Å):
C (1.655, -4.405, 3.808)
C (1.759, -3.132, 4.628)
O (0.638, -2.308, 4.310)
C (0.848, -0.927, 4.559)
C (1.204, -0.204, 3.272)
C (0.255, 0.938, 2.887)
O (-0.405, 0.654, 1.657)
C (-1.464, -0.238, 1.906)
C (-1.612, -1.395, 0.945)
O (-2.068, -2.434, 1.339)
N (-1.275, -1.202, -0.443)
C (-0.245, -2.013, -0.907)
O (0.186, -3.035, -0.472)
F (0.255, -1.471, -2.006)
C (0.858, 2.348, 3.027)
C (-0.281, 3.354, 2.887)
C (1.295, 2.408, 4.522)
C (2.787, 2.332, 4.783)
O (2.036, 2.710, 2.320)
C (2.288, 2.625, 0.910)
P (3.724, 3.797, 0.699)
O (4.050, 4.010, -0.720)
B (2.880, 1.220, 0.385)
O (2.112, 0.126, 0.131)
O (4.240, 1.064, 0.229)
C (4.917, 0.630, 1.411)
C (6.403, 0.682, 1.169)
C (1.263, 3.301, 0.021)
C (0.636, 2.634, -0.968)
C (-0.275, 3.290, -1.752)
C (-0.489, 4.612, -1.511)
C (0.210, 5.217, -0.506)
N (1.071, 4.597, 0.279)
H (1.918, -5.254, 4.410)
H (0.650, -4.499, 3.435)
H (2.322, -4.343, 2.966)
H (1.736, -3.334, 5.690)
H (2.658, -2.599, 4.341)
H (-0.075, -0.564, 4.994)
H (1.622, -0.822, 5.307)
H (1.087, -0.936, 2.493)
H (2.235, 0.112, 3.247)
H (-0.519, 0.933, 3.643)
H (-1.384, -0.709, 2.875)
H (-2.417, 0.288, 1.873)
H (-2.095, -1.320, -1.031)
H (-0.863, 3.211, 1.993)
H (-0.888, 3.287, 3.774)
H (0.161, 4.335, 2.906)
H (0.968, 3.354, 4.917)
H (0.786, 1.649, 5.097)
H (3.277, 3.280, 4.640)
H (3.297, 1.593, 4.189)
H (2.940, 2.060, 5.817)
H (4.798, 3.280, 1.447)
H (3.365, 4.997, 1.323)
H (2.627, -0.651, 0.369)
H (4.627, -0.396, 1.622)
H (4.687, 1.277, 2.247)
H (6.630, 1.479, 0.487)
H (6.764, -0.262, 0.798)
H (6.907, 0.862, 2.107)
H (0.790, 1.608, -1.155)
H (-0.787, 2.766, -2.526)
H (-1.188, 5.176, -2.094)
H (0.065, 6.266, -0.331)
C (-0.352, -3.949, -5.741)
C (-0.337, -3.690, -7.104)
C (-0.522, -2.398, -7.568)
C (-0.718, -1.385, -6.650)
C (-0.740, -1.621, -5.290)
C (-0.556, -2.916, -4.837)
N (-0.900, -0.006, -7.138)
O (-0.898, 0.168, -8.338)
O (-1.046, 0.866, -6.312)
H (-0.203, -4.959, -5.381)
H (-0.178, -4.494, -7.809)
H (-0.513, -2.187, -8.625)
H (-0.896, -0.811, -4.593)
H (-0.569, -3.119, -3.776)
C (-7.459, -3.266, -2.288)
C (-6.288, -3.200, -1.545)
C (-5.412, -2.144, -1.725)
C (-5.728, -1.167, -2.650)
C (-6.885, -1.217, -3.402)
C (-7.754, -2.278, -3.217)
N (-4.814, -0.029, -2.838)
O (-3.785, -0.009, -2.185)
O (-5.131, 0.827, -3.626)
H (-8.143, -4.090, -2.141)
H (-6.058, -3.969, -0.822)
H (-4.502, -2.089, -1.148)
H (-7.107, -0.444, -4.121)
H (-8.664, -2.333, -3.796)

Calculated values
- SMILES string: CCOCC[C@H](OCC(=O)NC(=O)F)[C@@](C)(CC)O[C@@]([PH2]=O)(B(O)OCC)c1ccccn1.O=[N+]([O-])c1ccccc1.O=[N+]([O-])c1ccccc1
- Total charge: 0
- LUMO level: -0.03106 hartree
- Strongest force on any atom: 1.7 eV/Å
- Spin multiplicity: 1
- E_HOMO: -9.241 eV